Record 1
The following is a DFT calculation (ωB97M-V/def2-TZVPD) of a 2-piece molecular cluster, C6H15NO overall at a distorted geometry.

- 2S+1 = 1
- structure (SMILES) = C/C=C/C[C@@H](C)N.O
- relative energy (zero: lowest compared OMol25 entry of this formula, charge and spin) (eV) = 2.442
- HOMO level (eV) = -8.82

Structure (XYZ):
```
23
Properties=species:S:1:pos:R:3:forces:R:3
C 2.3158 1.8019 -1.0921 -1.8 2.2 -0.7
C 0.9592 1.6337 -0.3084 3.5 -1.9 -2.7
C 0.8265 0.3581 0.0440 -2.2 0.6 2.2
C -0.0826 -0.0400 1.1943 -0.2 0.2 0.3
C -1.6028 -0.0192 0.9883 -0.5 0.7 1.8
C -2.0014 -0.9213 -0.1149 -0.8 -1.2 -1.5
N -2.3020 -0.3192 2.2760 0.4 -0.7 -0.4
H 2.1919 2.4474 -1.9995 0.1 -0.3 0.7
H 3.0091 2.3341 -0.4350 0.2 -0.3 -0.1
H 2.7030 0.8723 -1.4625 0.2 -0.5 0.2
H 0.3188 2.4862 -0.2655 -0.4 0.2 0.9
H 1.4014 -0.4766 -0.3029 0.8 0.4 -0.4
H 0.2244 -1.0312 1.5578 -0.3 -0.1 -0.3
H 0.1435 0.5888 2.0656 -0.1 0.2 -0.2
H -1.9989 0.9797 0.8018 0.5 0.3 -0.5
H -1.3378 -1.7907 -0.1713 0.1 0.1 -0.1
H -3.0136 -1.3512 -0.1139 0.1 0.4 0.7
H -2.0058 -0.3981 -1.0773 0.6 -0.1 0.1
H -1.8558 -1.1514 2.6589 -0.3 0.0 0.2
H -2.1042 0.4177 2.9457 0.0 0.0 -0.1
O 1.6590 -1.7956 -2.5196 -0.2 -0.3 0.4
H 2.2866 -2.0468 -1.8366 0.4 0.1 -0.1
H 0.8667 -2.2388 -2.1889 -0.2 0.2 -0.4
```
Forces are in eV/Å.

=====

Record 2
The following is a DFT calculation (ωB97M-V/def2-TZVPD) of C4H17FeN2O as an isolated structure at a distorted geometry.

- 2S+1 = 5
- ⟨S²⟩ = 6.17
- relative energy (zero: lowest compared OMol25 entry of this formula, charge and spin) (eV) = 0.000
- total charge = -1
- HOMO level (spin up / spin down) (eV) = 0.30 / -1.05

Structure (XYZ):
```
25
Properties=species:S:1:pos:R:3:forces:R:3
C -1.6496 0.2529 -2.3736 -0.1 0.3 -0.1
Fe 0.0624 0.4505 -1.2555 -0.1 -0.2 0.2
N 2.6889 0.4743 0.8575 0.5 -0.2 0.4
N 1.3786 0.0573 -2.9082 0.6 -0.2 -0.6
H 1.3740 0.3155 1.0351 -0.5 -0.2 -0.5
H 2.6568 1.0901 0.0334 0.4 -0.1 -0.1
H -2.5212 0.6842 -1.8579 0.0 -0.1 -0.2
H -1.8661 -0.8068 -2.5915 0.0 0.1 -0.1
H -1.5240 0.8038 -3.3228 -0.2 -0.2 0.0
H 1.8640 -0.8385 -2.8001 0.0 0.2 0.0
H 2.1003 0.7541 -3.1080 -0.1 -0.1 0.2
H 0.8010 -0.0186 -3.7483 -0.1 0.0 0.1
H 3.1435 -0.4255 0.6280 0.0 0.5 -0.1
H 3.1772 0.9527 1.6099 0.3 0.0 0.0
C -2.0172 -0.0428 0.9992 -0.5 -0.2 0.1
C -0.6902 0.1070 1.6988 0.6 0.5 -0.6
C -0.4218 -0.9975 2.7113 0.0 -0.3 0.1
O 0.3159 0.2139 0.6835 -0.5 -0.3 1.1
H -2.0709 -1.0094 0.4716 0.1 0.4 0.1
H -2.1904 0.7624 0.2697 0.2 -0.3 0.3
H -2.8139 -0.0125 1.7468 -0.1 0.0 0.0
H -0.6660 1.0591 2.2489 -0.2 0.0 0.0
H -0.3403 -1.9953 2.2559 0.0 0.3 -0.1
H 0.4775 -0.8110 3.3119 -0.1 0.0 -0.3
H -1.2686 -1.0200 3.4044 0.0 -0.1 0.0
```
Forces are in eV/Å.

=====

Record 3
The following is a DFT calculation (ωB97M-V/def2-TZVPD) of a 3-piece molecular cluster, C47H80FN5O6P overall at a distorted geometry.

- 2S+1 = 3
- ⟨S²⟩ = 2.01
- relative energy (zero: lowest compared OMol25 entry of this formula, charge and spin) (eV) = 4.561
- total charge = +1
- HOMO level (spin up / spin down) (eV) = -10.36 / -10.87

Structure (XYZ):
```
140
Properties=species:S:1:pos:R:3:forces:R:3
C 2.8683 1.6873 2.0077 -0.8 -0.9 0.3
C 2.0780 0.8794 0.8755 0.7 -1.1 1.0
P 0.2639 1.3980 0.8080 1.2 2.3 0.1
C -0.2325 1.6722 2.6110 -0.4 -1.5 0.8
C -0.2846 0.2842 3.4053 0.0 0.8 -0.3
N -0.7300 -0.0448 0.2934 -0.6 2.1 0.8
N -0.0577 -1.1686 0.2616 -1.4 -2.1 -0.5
C -0.7370 -2.2851 -0.0690 -1.2 0.3 0.1
C 0.0793 -3.6257 -0.1086 0.3 1.5 -0.7
C 0.8378 -3.6042 -1.5226 -0.4 1.1 -0.4
C 2.0982 -2.6301 -1.4779 -0.9 -0.2 0.3
O 1.1508 -4.9092 -2.0029 -0.4 0.4 0.1
C 0.3552 -5.2866 -3.1248 -0.5 -0.3 -0.9
C 0.8521 -4.7435 -4.4988 -0.1 0.6 -2.2
C -0.1071 -4.8202 -5.6237 1.8 0.8 -0.4
C 0.2622 -4.3778 -6.9553 1.3 0.1 0.7
C 1.6035 -3.8454 -7.2709 -0.9 -1.0 3.2
C 2.5329 -3.7626 -6.1400 -1.5 -0.6 -0.5
C 2.1696 -4.2078 -4.7819 -1.1 -0.1 -1.4
C -2.1800 -2.2027 -0.3703 -0.6 0.7 -0.3
C -2.9419 -3.5242 -0.7270 0.4 0.6 -0.2
C -3.2548 -4.4489 0.5267 -0.2 0.3 0.3
C -2.9734 -3.7882 1.9254 -0.5 -0.4 0.9
C -3.1970 -4.8412 3.1095 -0.7 0.1 -0.4
N -1.9673 -5.0831 3.9062 -0.2 1.2 1.3
C -2.2027 -5.0438 5.3214 0.7 0.1 1.0
C -1.2431 -4.1204 6.1747 0.5 -0.3 -0.6
O -3.0632 -5.6764 5.8864 0.1 0.4 -0.9
C -2.9044 -0.9220 -0.3672 2.9 0.0 0.8
C -4.4161 -0.8008 -0.6971 0.1 -1.0 0.0
C -4.7444 -0.6796 -2.2420 -0.5 0.1 0.1
F -5.5398 0.4849 -2.3887 0.9 -1.2 -0.1
C -2.0356 0.2457 0.0126 -1.6 -2.7 -0.5
C -2.6638 1.6941 0.0639 -0.6 -0.3 -0.8
O -2.0897 2.5713 -0.9307 0.7 -1.3 0.2
C -2.0876 1.9353 -2.1955 0.0 -0.1 -1.5
C -0.7975 1.2944 -2.8185 0.0 -0.3 1.3
O -3.1043 1.8902 -2.8292 0.4 -0.2 0.9
H 2.5516 2.7568 2.0830 0.6 -0.8 -0.2
H 3.9767 1.5586 1.8903 -1.1 0.4 -0.1
H 2.6092 1.1565 2.9692 0.4 0.9 -0.8
H 2.5919 0.9979 -0.1104 -0.9 0.1 0.6
H 2.1896 -0.2072 1.1637 -0.2 1.0 -0.4
H -1.2240 2.2001 2.7036 1.0 -0.5 -0.5
H 0.5008 2.3332 3.1511 -0.5 -0.6 -1.0
H -0.8458 0.4755 4.3541 0.8 -0.5 -0.6
H 0.7730 -0.0446 3.5596 -1.0 0.1 0.3
H -0.8117 -0.5288 2.8440 0.3 0.7 0.4
H 0.8682 -3.5371 0.6812 -0.9 -0.4 -0.5
H -0.5763 -4.5184 0.0176 0.6 0.8 -0.1
H 0.1242 -3.1235 -2.2595 0.6 -0.6 0.6
H 2.8699 -3.0332 -2.1724 -0.5 0.5 0.7
H 2.4586 -2.5065 -0.4217 0.0 -0.3 -1.1
H 1.7561 -1.6115 -1.8143 0.5 -1.0 0.2
H 0.2921 -6.4103 -3.1881 0.4 1.1 0.3
H -0.7181 -4.9452 -2.9915 1.0 -0.2 -0.1
H -1.1437 -5.2214 -5.4756 1.2 0.4 0.0
H -0.4851 -4.4593 -7.7835 0.7 0.1 0.9
H 1.8833 -3.5372 -8.3066 -0.3 -0.3 1.2
H 3.5573 -3.3718 -6.3702 -1.1 -0.4 0.6
H 2.9306 -4.1426 -3.9714 -0.7 -0.1 -0.8
H -3.8957 -3.2435 -1.2497 1.0 -0.4 0.5
H -2.3134 -4.0825 -1.4754 -0.6 0.5 0.7
H -2.6899 -5.4203 0.4508 -0.6 1.0 0.1
H -4.3598 -4.6695 0.4972 1.2 -0.1 0.0
H -3.7095 -2.9569 2.1358 0.8 -0.6 -0.5
H -1.9439 -3.3528 2.0364 -0.8 -0.4 -0.3
H -3.9970 -4.4787 3.8189 0.7 -0.3 -0.8
H -3.5920 -5.7917 2.6686 0.5 0.7 0.4
H -1.2535 -4.3686 3.7428 -0.3 -0.4 -0.4
H -1.2139 -3.0810 5.7571 0.0 -0.8 0.3
H -1.5510 -4.0715 7.2458 0.0 -0.2 -1.0
H -0.1919 -4.5304 6.1355 -1.0 0.4 0.0
H -4.9399 0.0285 -0.1577 0.7 -0.7 -0.6
H -4.9038 -1.7530 -0.3392 0.5 1.1 -0.2
H -3.8419 -0.6389 -2.9022 -0.7 0.4 0.6
H -5.3611 -1.5532 -2.5979 0.5 0.9 0.5
H -3.7536 1.6141 -0.2175 1.1 -0.3 0.4
H -2.6361 2.1495 1.0808 0.4 -0.2 -1.0
H 0.1442 1.6054 -2.2974 -0.8 0.0 -0.6
H -0.8981 0.1800 -2.6397 0.0 1.0 -0.2
H -0.7780 1.4475 -3.9235 -0.1 0.2 1.0
C 2.6370 -0.3259 8.7051 0.1 0.2 0.3
C 3.3202 -0.6829 7.3674 -1.2 -0.8 1.7
C 4.7033 -1.2991 7.6375 0.4 0.2 -0.2
C 5.7476 -0.2735 8.0646 0.0 0.0 0.0
C 5.8237 0.8690 7.0568 0.0 -0.5 0.0
C 4.4595 1.5238 6.7813 0.3 2.0 1.0
N 3.3873 0.5234 6.4883 2.1 -1.7 -2.3
O 3.5645 0.1002 5.2417 -0.9 0.7 0.8
C 4.0580 2.4011 7.9896 -0.1 -0.1 0.3
C 4.6305 2.5439 5.6376 -0.3 -0.5 -0.5
C 2.4061 -1.7819 6.7877 0.1 0.2 -0.7
H 1.6758 0.1660 8.5356 0.1 0.0 -0.1
H 2.4397 -1.2293 9.2877 0.0 0.0 -0.2
H 3.2339 0.3069 9.3560 0.0 0.1 -0.1
H 5.0654 -1.8055 6.7353 -0.1 0.1 -0.1
H 4.6237 -2.0722 8.4069 -0.3 0.1 -0.1
H 5.5227 0.1076 9.0648 0.0 0.0 0.0
H 6.7245 -0.7585 8.1376 -0.1 0.0 0.0
H 6.5313 1.6203 7.4181 -0.2 0.1 -0.1
H 6.2442 0.4799 6.1225 -0.2 0.0 0.0
H 3.0092 2.7014 7.9297 0.0 -0.1 0.0
H 4.6524 3.3168 8.0199 0.0 -0.1 -0.2
H 4.2296 1.9246 8.9525 -0.1 -0.1 0.0
H 5.0235 2.0927 4.7251 -0.2 -0.1 0.1
H 5.3364 3.3264 5.9219 -0.1 -0.2 0.2
H 3.6790 3.0289 5.3996 0.0 -0.1 0.0
H 1.4125 -1.3865 6.5578 0.1 0.0 0.0
H 2.2795 -2.5946 7.5060 0.1 0.2 0.1
H 2.8151 -2.2335 5.8817 0.0 0.2 0.0
C -3.7682 5.0896 -7.0647 0.1 0.3 -0.3
C -2.8027 4.7773 -5.9008 -2.2 0.4 -0.6
C -2.4864 6.0685 -5.1277 0.5 0.1 0.0
C -1.5273 6.9949 -5.8679 0.0 0.0 0.0
C -0.2580 6.2479 -6.2674 -0.3 0.1 0.4
C -0.5387 4.9618 -7.0633 0.8 0.6 -2.0
N -1.5762 4.0997 -6.4193 1.6 0.3 3.3
O -1.0007 3.4757 -5.3959 -0.6 -0.2 -1.3
C -0.9675 5.3319 -8.5020 -0.3 0.2 -0.1
C 0.7942 4.2136 -7.2672 -0.1 -0.5 0.6
C -3.6368 3.8585 -4.9875 0.6 -0.2 0.1
H -3.9623 4.1961 -7.6632 0.1 0.0 0.0
H -4.7306 5.4373 -6.6810 0.1 -0.1 0.2
H -3.4258 5.8781 -7.7298 0.1 -0.1 0.0
H -2.0445 5.8192 -4.1557 0.0 -0.2 -0.1
H -3.4116 6.6090 -4.9095 -0.1 -0.2 -0.1
H -2.0146 7.4268 -6.7467 0.0 0.0 0.0
H -1.2646 7.8373 -5.2223 0.0 0.0 -0.1
H 0.3829 6.9147 -6.8510 0.0 -0.2 -0.1
H 0.3032 6.0062 -5.3574 -0.1 -0.2 -0.1
H -1.3855 4.4686 -9.0248 0.0 0.0 0.1
H -0.1117 5.6773 -9.0862 0.1 -0.1 0.2
H -1.6853 6.1484 -8.5481 -0.1 -0.1 0.0
H 1.2914 3.9736 -6.3263 -0.2 -0.1 0.0
H 1.4954 4.8252 -7.8381 -0.3 0.1 0.0
H 0.6404 3.2836 -7.8219 0.0 0.1 0.1
H -3.8696 2.9139 -5.4858 0.1 0.0 0.0
H -4.5846 4.3319 -4.7219 0.1 0.2 -0.2
H -3.1352 3.6367 -4.0512 0.1 0.1 -0.3
```
Forces are in eV/Å.

=====

Number 1: calculated total energy -367.5416 Eh. Number 2: calculated total energy -1610.9353 Eh. Number 3: calculated total energy -3004.7807 Eh.